No. 1
{"formula": "C14H51N13O11", "method": "ωB97M-V with the def2-TZVPD basis set", "species": ["C", "O", "H", "H", "H", "H", "C", "O", "H", "H", "H", "H", "C", "O", "H", "H", "H", "H", "C", "O", "H", "H", "H", "H", "C", "O", "N", "N", "H", "H", "H", "H", "C", "O", "N", "N", "H", "H", "H", "H", "C", "O", "N", "N", "H", "H", "H", "H", "C", "O", "N", "N", "H", "H", "H", "H", "C", "O", "N", "N", "H", "H", "H", "H", "C", "O", "N", "N", "H", "H", "H", "H", "C", "C", "C", "O", "C", "N", "H", "H", "H", "H", "H", "H", "H", "H", "H", "H", "H"], "xyz": [[4.4380, 1.6888, 1.6371], [3.1872, 0.9023, 1.8495], [4.2138, 2.7123, 1.9375], [5.1181, 1.4673, 2.4596], [4.9352, 1.7311, 0.6681], [2.9354, 0.7939, 2.7695], [-1.1611, -3.0351, -1.6627], [0.1944, -3.5718, -1.6316], [-1.5114, -2.5128, -2.5530], [-1.8630, -3.8688, -1.6818], [-1.3352, -2.4523, -0.7583], [0.7407, -2.8780, -2.0082], [-3.0137, -0.8000, 1.3975], [-2.4655, -1.7562, 0.4961], [-2.2921, -0.3689, 2.0914], [-3.5186, 0.0112, 0.8730], [-3.8273, -1.1345, 2.0410], [-1.7648, -2.2581, 0.9188], [2.4931, -3.7111, 0.7006], [2.4607, -2.9156, -0.4979], [1.5910, -4.3228, 0.6987], [3.3033, -4.4400, 0.6822], [2.4859, -2.9515, 1.4823], [1.6883, -2.3465, -0.4642], [2.6643, 3.3251, -0.1679], [3.8705, 3.3594, -0.4589], [2.0333, 4.3524, 0.2261], [1.9728, 2.2401, -0.1101], [1.0506, 4.2739, 0.4457], [2.4035, 5.2721, 0.0331], [1.0239, 2.4104, 0.1909], [2.4359, 1.3681, -0.3228], [0.8301, -0.8140, 0.3802], [1.1285, -1.7286, 1.1371], [-0.3520, -0.5825, -0.0444], [1.6089, 0.1853, 0.0883], [-1.0591, -1.2888, 0.1009], [-0.5444, 0.1196, -0.7445], [2.5795, 0.2226, 0.3650], [1.2817, 0.7133, -0.7082], [-0.6296, 2.3928, 1.5100], [-0.1451, 3.0043, 0.5313], [-1.1225, 2.9344, 2.5413], [-0.6969, 1.0936, 1.6635], [-1.1401, 3.9244, 2.7407], [-1.3624, 2.3023, 3.2916], [-0.9745, 0.6998, 2.5512], [-0.2466, 0.6290, 0.8880], [0.5636, 1.7714, -2.0834], [0.3931, 0.6305, -1.7080], [-0.0179, 2.8722, -1.6154], [1.6539, 2.0492, -2.7582], [-0.0344, 3.7080, -2.1822], [-0.6328, 2.8132, -0.8163], [1.6461, 2.9806, -3.1489], [2.3341, 1.3913, -3.1110], [-1.0648, -3.3681, 1.8880], [-1.5718, -2.3574, 2.3484], [-0.2137, -3.3330, 0.8651], [-1.4898, -4.5629, 2.1192], [0.5079, -2.6282, 0.8133], [-0.1614, -4.1614, 0.2897], [-2.3432, -4.4890, 2.6543], [-1.2784, -5.2074, 1.3708], [1.0360, -1.1191, 3.9825], [1.1626, -1.2995, 5.2031], [1.9885, -1.0829, 3.0439], [-0.1028, -1.1195, 3.4011], [1.7674, -1.2053, 2.0660], [2.9171, -1.2684, 3.3952], [-0.1159, -0.8348, 2.4322], [-0.9015, -0.8414, 3.9532], [-2.0365, 1.5072, -5.0435], [-2.0809, 0.8768, -3.6175], [-2.9378, 1.7435, -2.6416], [-3.1644, 1.2027, -1.3166], [-2.1543, 0.6978, -0.5477], [-2.4235, -0.5174, -3.7643], [-1.4402, 2.4173, -5.1093], [-3.0652, 1.6204, -5.3855], [-1.4975, 0.8705, -5.7451], [-1.0079, 0.9292, -3.4327], [-3.9459, 1.9678, -2.9904], [-2.5285, 2.7398, -2.4744], [-1.3647, 1.4184, -0.3345], [-1.7586, -0.2211, -0.9802], [-2.5148, 0.3713, 0.4278], [-3.3414, -0.4132, -4.1727], [-2.4224, -0.9412, -2.8476]], "forces_ev_per_angstrom": [[-0.8576, 0.6223, 3.1703], [2.6103, 0.8625, -1.1520], [-0.2626, 0.2793, -0.6825], [0.4793, -0.8569, -0.3146], [-0.8280, -0.7765, 0.0141], [0.4022, 0.0099, 0.1862], [-0.2610, -0.8801, 0.0502], [-1.6544, 0.8067, -1.3146], [1.0561, 0.2519, -0.2755], [0.1552, -0.3676, 0.4938], [-0.0699, -0.9157, -1.6727], [0.3944, -0.2882, -0.2006], [-2.1185, -1.2027, 1.6728], [-4.4478, 1.9993, -1.9304], [-0.3275, -0.2647, -0.4890], [-1.1079, -1.1385, 0.6408], [0.1584, -1.1009, 0.1054], [-0.9924, 0.3410, 0.5172], [-0.1448, -0.0120, -0.9991], [1.5136, -0.7175, -0.9067], [0.5337, -0.0107, 0.5231], [0.4560, 0.6690, -0.1054], [0.7098, -1.5154, 0.6094], [0.7849, -0.7865, -0.1156], [4.7464, -1.8300, -1.0959], [0.3084, 0.3180, -1.0757], [-2.8506, 6.2509, 1.5232], [2.5478, 0.0976, -0.5868], [0.4223, 0.3994, -0.0801], [0.1457, -0.3373, 0.1823], [0.7303, -1.3047, -0.0159], [0.8491, 3.6053, -0.0930], [1.5426, 2.6501, -1.5063], [1.8474, 2.6587, -0.6332], [-0.8332, -4.6484, 0.6079], [1.7480, -4.5608, 1.3454], [0.2034, 0.8792, 0.2010], [1.5186, -0.5543, 0.1328], [-0.3347, -1.1647, 1.0900], [0.0809, -1.4147, 0.7523], [0.7931, -1.0738, -0.0962], [-3.1219, 0.6647, 4.0552], [-2.2914, 3.9929, 4.7120], [1.3775, 0.9574, -0.3833], [0.0824, -0.2075, -0.2443], [-0.1341, 0.7827, 0.1125], [0.5788, 0.0328, -0.6257], [-0.6516, -0.6535, 1.3266], [1.2869, 2.5518, -0.6702], [-1.8612, -0.1556, -3.7951], [-2.1673, 0.4761, -3.6311], [1.4236, 1.2076, -3.2687], [0.1738, -0.1507, 0.1806], [-0.2499, 0.2532, -1.1525], [0.8706, -0.1906, 0.0285], [-0.5409, -0.1086, 0.0427], [1.7984, 0.6330, -1.4024], [0.1396, -1.5717, 3.1649], [-3.3285, -4.1142, -0.8954], [-1.7790, -3.0018, 1.8616], [-0.7009, -1.2282, -0.0361], [0.0380, 0.2267, 0.2594], [-0.2299, -1.1890, -0.2561], [-0.7017, -0.5033, 0.7772], [2.9940, -1.2016, 2.6711], [0.4433, 0.6074, -0.3762], [3.8564, 1.2078, 4.0534], [-4.0579, 2.5597, -0.6220], [1.1034, 0.1729, 1.1257], [-0.0579, -0.0216, -0.0734], [-0.2035, -0.7245, 0.9279], [-0.0014, -0.6784, 0.0393], [-0.4088, -0.3021, 0.3613], [1.6047, 1.4816, -1.1095], [0.4757, -0.3057, 0.9688], [-2.0751, 0.6243, -0.9037], [-0.0564, 0.8400, -1.8142], [-0.1578, 0.8855, -0.1267], [-0.5521, 0.4555, 0.3895], [0.0552, 0.4205, -0.4143], [-0.2562, -0.5210, 0.2220], [-0.3482, -0.1439, 0.9825], [-0.0912, -0.5544, -0.3968], [0.5800, 0.0482, -0.4043], [-0.6330, -0.1049, -0.8522], [-1.9205, 0.9455, -1.1621], [1.3595, 2.0022, -2.3376], [-0.6046, -1.2218, 0.2444], [-0.7064, -0.1537, -0.0295]], "mulliken_charge": [-0.99, -0.47, 0.32, 0.37, 0.34, 0.19, -1.81, -0.55, 0.25, 0.44, 2.01, 0.38, -0.60, -0.43, 0.01, 0.38, 0.47, 1.59, -0.44, -0.69, 0.13, 0.44, 0.03, 0.60, -0.13, -0.79, -0.21, 0.50, 0.30, 0.23, 0.67, 0.23, -0.78, 0.67, 0.40, -0.06, -2.76, 0.67, 0.68, -0.86, 0.24, -0.93, -0.28, 0.54, 0.34, 0.10, 0.58, -0.02, -0.06, -0.74, -0.05, -0.01, 0.31, 0.32, 0.23, 0.29, -0.42, -0.42, -0.76, -0.51, 1.19, 0.58, 0.34, 0.17, -0.08, -0.83, -0.37, -0.13, 0.32, 0.24, 0.16, 0.39, -1.68, 1.60, -0.98, -0.56, 0.51, -0.63, 0.32, 0.43, 0.44, -0.66, 0.42, 0.33, 0.03, -0.72, -0.86, 0.26, 0.30], "lumo_energy_ev": 0.00, "total_charge": 0, "e_tot_ev": -57219.888, "e_above_lowest_kcal_mol": 464.6, "homo_lumo_gap_ha": 0.3183}

=====

No. 2
{"formula": "C2H3NOS2", "method": "ωB97M-V with the def2-TZVPD basis set", "species": ["O", "C", "N", "S", "C", "S", "H", "H", "H"], "xyz": [[-1.2502, -1.9588, -1.3047], [-0.2515, -1.2899, -1.2111], [0.0003, -0.3186, -0.3428], [1.4896, 0.4910, -0.7283], [-0.7641, -0.0671, 0.7589], [-0.5019, 1.1825, 1.7503], [0.6620, -1.5356, -1.8648], [1.2938, 1.4208, 0.1508], [-1.6667, -0.6179, 0.9122]], "forces_ev_per_angstrom": [[-0.0190, 0.4835, 0.3694], [0.3004, -3.4160, -2.6522], [0.5908, 1.3586, 1.3767], [0.2804, -0.7746, -0.6733], [0.1303, 1.5265, 0.0358], [0.1539, 0.1551, 0.4604], [-1.0469, 0.4992, 0.5191], [-0.2293, 1.0964, 1.0290], [-0.1606, -0.9288, -0.4650]], "nbo_charge": [-0.54, 0.54, -0.57, 0.19, -0.10, -0.03, 0.12, 0.15, 0.24], "lumo_energy_ev": -0.58, "total_charge": 0, "e_tot_ev": -27329.377, "e_above_lowest_kcal_mol": 32.3, "homo_lumo_gap_ha": 0.3217}

=====

No. 3
{"formula": "C5H8O2", "method": "ωB97M-V with the def2-TZVPD basis set", "species": ["C", "C", "C", "C", "O", "C", "O", "H", "H", "H", "H", "H", "H", "H", "H"], "xyz": [[0.7045, -0.5652, 2.1683], [0.6329, 0.3890, 0.9842], [-0.1180, -0.2187, -0.1883], [-0.2012, 0.7279, -1.3561], [0.2260, 1.8705, -1.3809], [-0.6431, 0.1570, -2.6140], [-1.9309, 0.0297, -2.8070], [-0.2990, -0.8276, 2.5233], [1.2480, -0.1158, 3.0041], [1.2151, -1.4962, 1.8956], [1.6385, 0.6712, 0.6514], [0.1385, 1.3244, 1.2679], [0.3446, -1.1589, -0.5260], [-1.1530, -0.4810, 0.0796], [-1.8031, -0.3064, -3.7020]], "forces_ev_per_angstrom": [[0.0067, -0.0534, 0.0988], [0.0351, 0.0725, 0.0557], [-0.0317, 0.0073, 0.1065], [0.1983, 0.3551, 0.1668], [-0.2651, -0.2414, 0.2420], [0.4557, -0.0602, 0.0733], [1.1113, 0.1106, -0.4056], [0.1355, 0.0266, -0.0368], [-0.0595, -0.0703, -0.0818], [-0.0638, 0.1240, 0.0477], [-0.1363, -0.0509, 0.0640], [0.0889, -0.1294, 0.0037], [-0.0546, 0.1991, 0.0342], [0.1133, 0.0223, 0.0400], [-1.5339, -0.3118, -0.4084]], "nbo_charge": [-0.60, -0.39, -0.51, 0.41, -0.53, 0.21, -0.60, 0.20, 0.21, 0.20, 0.21, 0.21, 0.23, 0.23, 0.52], "lumo_energy_ev": 0.32, "total_charge": 0, "e_tot_ev": -9406.641, "e_above_lowest_kcal_mol": 73.6, "homo_lumo_gap_ha": 0.3393}

=====

No. 4
{"formula": "C14H12EuIN3O4S", "method": "ωB97M-V with the def2-TZVPD basis set", "species": ["Eu", "N", "C", "C", "O", "N", "C", "C", "O", "O", "H", "H", "H", "H", "H", "H", "I", "C", "C", "C", "C", "C", "C", "C", "C", "C", "C", "H", "H", "H", "H", "H", "H", "O", "S", "N"], "xyz": [[-8.2236, -9.3415, -8.7699], [-7.6018, -10.5746, -10.8572], [-8.7209, -11.0948, -11.6975], [-10.0193, -11.2973, -10.8359], [-10.7704, -12.1869, -11.2642], [-10.0302, -10.5179, -9.7128], [-11.2740, -10.6755, -8.8998], [-11.1863, -9.6718, -7.7181], [-12.1929, -9.2212, -7.2299], [-9.9565, -9.3495, -7.4154], [-6.9411, -10.0588, -11.3708], [-7.0735, -11.3804, -10.4369], [-8.4149, -11.9716, -12.1114], [-8.9387, -10.3513, -12.4813], [-11.3708, -11.6915, -8.5160], [-12.1659, -10.5087, -9.4711], [-4.2864, -10.3189, -9.3619], [-3.8851, -9.1340, -7.6509], [-2.5468, -8.9377, -7.3931], [-2.1387, -8.5343, -6.1229], [-3.0918, -8.3446, -5.1907], [-4.4505, -8.4875, -5.4465], [-5.3624, -8.1683, -4.4146], [-6.7251, -8.3445, -4.5993], [-7.1261, -8.7323, -5.8940], [-6.3258, -8.9018, -7.0062], [-4.9269, -8.8088, -6.7624], [-1.9072, -9.2639, -8.1405], [-1.1528, -8.4690, -5.7578], [-2.8580, -7.9461, -4.1640], [-4.9002, -7.9582, -3.4611], [-7.4352, -8.2116, -3.7956], [-8.2396, -8.8071, -5.9638], [-8.6540, -6.9468, -12.7027], [-8.3643, -6.5056, -11.3058], [-8.2029, -7.5530, -10.2979]], "forces_ev_per_angstrom": [[0.0663, 0.7613, -0.1654], [-0.3013, -1.9220, 1.4297], [-0.8899, 3.1397, 1.8563], [1.5985, -0.2828, -0.1319], [-0.2685, 1.0081, 0.8378], [-1.3623, -1.5010, -0.8355], [1.4536, 0.3742, 0.2573], [0.0807, -0.5703, -1.3977], [-0.3256, 0.1886, 0.6574], [-0.0759, 0.1725, 0.3143], [0.9036, 0.8372, -0.8820], [-0.6267, 0.8632, -0.7493], [0.3858, -2.6166, -1.3562], [0.0974, -0.2411, 0.2884], [0.1027, -0.1676, 0.1736], [-0.4559, 0.3310, -0.3485], [-0.2038, 0.3989, -0.0132], [0.3579, -0.0680, -0.3847], [-1.5183, -0.4470, 0.4478], [-0.4513, -0.0628, 0.1590], [0.0351, 1.0625, 2.0589], [-1.0127, 0.8784, -0.7418], [-0.9761, -0.8508, 0.1971], [2.0542, 0.0804, -0.1044], [-1.8078, 0.4529, 0.0113], [-0.3658, -0.6983, -0.4427], [-0.0097, -0.3316, 1.0593], [1.5296, -0.3407, -1.0669], [1.3272, 0.1876, -0.3843], [0.1173, -0.7149, -1.0702], [-0.2636, 0.2894, 0.2678], [-0.0466, 0.0628, -0.0221], [0.8136, -0.0982, -0.2858], [0.3167, 0.7602, 1.1441], [-0.3912, -0.8778, -1.6706], [0.1125, -0.0575, 0.8932]], "mulliken_charge": [1.69, -0.51, -0.50, 0.30, -0.72, -0.17, -0.54, 0.47, -0.65, -0.62, 0.24, 0.28, 0.37, 0.23, 0.28, 0.34, 0.00, -0.13, -0.65, -0.65, -0.57, 0.87, -0.71, -1.11, -0.09, -0.63, 0.97, 0.45, 0.38, 0.19, 0.27, 0.39, 0.30, -0.55, 0.17, -0.41], "spin_multiplicity": 7, "lumo_energy_ev": [2.04, 2.04], "total_charge": -1, "e_tot_ev": -65640.342, "homo_lumo_gap_ha": [0.2841, 0.2843]}